# 1
Formula: C52H52N2O8S
Source: the OMol25 dataset
Level of theory: ωB97M-V/def2-TZVPD

Output
Net charge   0
LUMO level   -1.610 eV
2S+1   1
Relative energy (zero: lowest compared OMol25 entry of this formula, charge and spin)   0.000 eV

Geometry (Å):
S 5.521 1.257 -0.641
O -6.762 -5.329 -2.870
O -9.320 -1.184 1.708
O -2.766 -5.791 -2.473
O -2.853 -3.550 2.319
O 1.120 -3.331 5.225
O -4.970 -1.962 -1.214
O -3.444 -1.150 6.804
O -5.975 -9.420 -6.147
N 5.550 1.058 2.384
N -0.756 0.511 0.090
C 0.197 3.690 1.593
C -5.967 -1.783 -0.543
C -7.036 -0.717 1.388
C 4.026 6.347 -3.127
C 6.177 5.189 0.852
C -2.377 -3.859 -1.188
C 5.927 4.230 -1.656
C 0.278 -0.257 -0.489
C -2.831 -4.063 1.215
C 4.454 3.935 -2.203
C -8.323 -1.362 1.038
C -1.155 -2.943 4.768
C 6.521 0.009 0.262
C -0.689 1.182 1.402
C 0.073 -2.831 5.586
C 2.519 6.826 -3.108
C 8.186 -1.930 0.351
C 5.745 2.407 1.906
C -8.347 -2.232 -0.160
C -2.398 -1.651 6.441
C -1.050 2.724 1.358
C 1.871 6.310 -1.723
C 0.885 5.122 -2.085
C -0.161 -0.743 -1.795
C -6.154 -8.483 -5.395
C 6.411 0.092 1.746
C 7.379 -0.973 -0.418
C -0.021 -2.086 6.863
C -3.207 -6.033 -0.179
C -7.700 -6.875 -4.377
C 0.238 4.814 0.468
C -5.035 -7.876 -4.641
C 4.195 4.810 -3.508
C -2.303 -2.396 5.165
C 5.934 3.549 2.839
C -3.230 -5.472 1.022
C 6.164 4.912 2.308
C -2.401 -3.292 0.026
C -1.876 0.560 -0.773
C 5.959 4.081 -0.088
C -7.503 -7.903 -5.199
C -7.253 -2.428 -0.894
C 0.663 4.104 -0.878
C -6.580 -6.268 -3.623
C 7.239 -0.877 2.500
C 5.753 2.720 0.448
C -5.942 -0.913 0.654
C -1.169 -1.539 7.260
C -5.231 -6.846 -3.818
C 8.124 -1.858 1.831
C -1.622 -0.212 -1.995
C -2.781 -5.271 -1.372
H -7.251 -3.062 -1.772
H -0.094 5.609 -2.383
H 6.364 6.202 0.424
H -2.068 -3.313 -2.069
H 7.219 -0.856 3.626
H 6.325 5.217 -2.005
H -4.993 -0.451 0.896
H -3.496 -7.064 -0.342
H 5.142 4.717 -4.128
H 0.134 4.159 2.622
H 2.722 5.998 -1.055
H -0.784 5.263 0.345
H 0.356 1.028 1.798
H -2.113 -2.259 0.182
H 1.567 3.456 -0.717
H 3.705 4.118 -1.390
H -1.257 -0.992 8.190
H -8.679 -6.438 -4.222
H 1.272 -0.432 -0.008
H 5.908 3.402 3.946
H -7.037 -0.084 2.266
H -1.374 0.681 2.153
H 0.466 -1.359 -2.479
H 1.123 3.055 1.591
H 1.291 4.509 -2.941
H -2.822 1.122 -0.570
H -3.540 -6.013 1.908
H 6.337 5.796 2.976
H 8.835 -2.651 -0.199
H -0.178 3.419 -1.207
H 0.887 -2.013 7.449
H 6.574 3.389 -2.049
H -4.421 -6.389 -3.258
H -4.056 -8.312 -4.796
H -1.556 2.954 0.376
H 8.770 -2.573 2.392
H -1.068 -3.489 3.839
H 5.651 0.998 3.402
H -8.311 -8.360 -5.758
H 1.305 7.161 -1.244
H 7.390 -0.968 -1.539
H 4.501 6.509 -2.117
H -1.769 2.908 2.212
H -9.296 -2.695 -0.402
H 1.023 5.555 0.787
H 3.359 4.417 -4.147
H -3.211 -2.469 4.579
H 1.981 6.341 -3.967
H -2.305 -0.352 -2.866
H 2.387 7.939 -3.193
H 4.362 2.851 -2.516
H 4.585 6.943 -3.914

=====

# 2
Formula: C52H54N3OSSi
Source: the OMol25 dataset
Level of theory: ωB97M-V/def2-TZVPD

Output
Net charge   +1
LUMO level   -4.235 eV
2S+1   1
Relative energy (zero: lowest compared OMol25 entry of this formula, charge and spin)   0.000 eV

Geometry (Å):
S -3.414 -3.016 -0.657
Si 6.055 2.519 3.362
O 4.813 1.776 2.525
N 1.512 0.639 1.369
N -2.843 -1.827 -3.039
N -4.426 -3.561 -2.967
C -2.127 -0.695 -5.049
C 1.735 -0.874 -5.045
C 6.334 4.139 2.505
C 2.008 -0.547 -3.712
C -0.362 -0.561 -3.251
C -4.623 -4.279 -0.771
C -2.570 0.812 -7.038
C 0.951 -0.409 -2.802
C -3.585 0.411 2.798
C 1.686 5.411 3.779
C -4.809 0.228 3.445
C 2.785 2.908 3.135
C 0.410 -0.941 -5.502
C -2.329 -1.308 -8.837
C -4.683 -3.576 -4.409
C 1.723 4.394 4.730
C 7.469 1.331 3.175
C -2.782 -1.980 -4.500
C -2.609 -0.026 -9.314
C 3.663 -0.168 0.790
C -6.092 -5.311 -2.436
C -6.335 -5.844 -0.076
C -0.841 1.032 1.630
C -3.068 1.720 2.586
C -4.994 2.620 3.815
C -3.521 -2.717 -2.397
C 0.469 1.473 1.427
C 2.266 5.198 2.526
C -6.773 -5.969 -1.401
C 1.333 -0.801 1.245
C -2.735 1.035 -8.409
C 3.257 0.369 3.726
C 2.817 3.952 2.206
C 1.968 -0.893 5.345
C 2.072 0.172 4.442
C -5.535 1.327 3.927
C 4.187 -1.627 4.750
C 3.031 -1.782 5.514
C 2.745 -1.366 1.005
C -3.785 2.814 3.156
C 3.432 1.559 2.742
C 2.916 1.070 1.332
C -4.132 -2.340 -5.070
C 4.282 -0.573 3.837
C -2.304 -0.474 -6.556
C -2.173 -1.534 -7.460
C -1.851 1.947 1.868
C -5.043 -4.460 -2.096
C 2.346 3.172 4.434
C -0.654 -0.720 -4.611
C -5.240 -5.021 0.240
C 5.638 2.765 5.156
H 3.283 3.799 1.229
H 8.371 1.734 3.653
H 1.233 0.861 4.311
H -7.645 -6.577 -1.632
H 2.957 -2.604 6.228
H 4.665 -0.270 1.217
H 1.137 -0.172 -1.753
H -4.865 -4.931 1.254
H -2.230 -2.146 -9.529
H -1.643 2.991 1.615
H -1.048 -0.043 1.650
H 1.212 6.370 4.004
H 5.028 -2.316 4.842
H -2.657 1.638 -6.324
H 7.103 4.713 3.040
H -2.953 2.042 -8.768
H 1.277 4.538 5.715
H -3.011 -0.447 2.445
H -6.495 1.180 4.422
H 3.038 -0.401 -3.385
H 7.224 0.372 3.650
H -6.854 -6.388 0.715
H -5.760 -3.645 -4.572
H 6.572 2.963 5.704
H -2.603 0.169 -4.548
H 5.168 1.870 5.585
H -4.017 -2.556 -6.133
H 4.966 3.622 5.296
H -2.102 -2.829 -4.764
H 7.678 1.152 2.112
H 1.045 -1.015 5.913
H -4.823 -1.492 -4.963
H 5.412 4.732 2.472
H 2.730 -2.016 0.124
H 0.875 -1.228 2.154
H 2.549 -1.060 -5.748
H 5.168 -0.492 3.205
H -1.946 -2.543 -7.098
H -2.735 0.149 -10.383
H 0.676 2.547 1.365
H 2.487 2.423 5.215
H 3.065 -1.959 1.871
H 3.031 1.907 0.619
H 3.790 0.001 -0.288
H 0.209 -1.165 -6.553
H -1.190 -0.575 -2.538
H -5.524 3.472 4.244
H -4.217 -4.475 -4.842
H 6.675 3.964 1.476
H -6.390 -5.432 -3.483
H -5.202 -0.784 3.574
H -3.350 3.814 3.087
H 2.299 5.990 1.778
H 0.670 -1.049 0.400

=====

Let's list HOMO level in order: -0.2892 -0.3485 hartree.
Let's list calculated total energy in order: -3122.008181 -2940.964532 Eh.
Let's list Kohn-Sham gap in order: 6.26 5.25 eV.